# 1
Molecular formula: C5H13NO
Method: DFT, ωB97M-V with the def2-TZVPD basis set

Last columns: bonded neighbours and bond lengths (Å).
Atoms and positions in Å:
1 C -0.509 0.611 -1.436  C3 1.483, O7 1.292, H9 1.083
2 C -0.733 0.563 2.032  C5 1.531, N6 1.452, H10 1.091, H11 1.097
3 C 0.447 1.196 -2.406  C1 1.483, H12 1.093, H13 1.088, H14 1.092
4 C 0.012 -1.954 -0.776  H8 1.234, H15 1.088, H16 1.091, H17 1.087
5 C 0.711 0.189 2.381  C2 1.531, H18 1.090, H19 1.089, H20 1.090
6 N -1.131 0.191 0.687  C2 1.452, O7 1.381
7 O -0.402 0.961 -0.197  C1 1.292, N6 1.381
8 H -0.541 -1.175 0.004  C4 1.234
9 H -1.446 0.181 -1.767  C1 1.083
10 H -1.433 0.032 2.679  C2 1.091
11 H -0.889 1.636 2.199  C2 1.097
12 H -0.034 1.956 -3.027  C3 1.093
13 H 1.291 1.644 -1.886  C3 1.088
14 H 0.815 0.415 -3.075  C3 1.092
15 H 1.073 -1.712 -0.790  C4 1.088
16 H -0.112 -2.887 -0.226  C4 1.091
17 H -0.324 -2.122 -1.796  C4 1.087
18 H 0.939 0.465 3.410  C5 1.090
19 H 1.409 0.696 1.717  C5 1.089
20 H 0.858 -0.886 2.273  C5 1.090

Computed properties:
net charge = 0
lowest unoccupied orbital energy (alpha / beta) = 0.57 / 0.30 eV
orbital gap (alpha / beta) = 8.4 / 7.8 eV
2S+1 = 1


# 2
Molecular formula: C5H13NO
Method: DFT, ωB97M-V with the def2-TZVPD basis set

Last columns: bonded neighbours and bond lengths (Å).
Atoms and positions in Å:
1 C 1.820 -2.007 -0.654  C2 1.532, H7 1.086, H8 1.086, H9 1.088
2 C 0.989 -1.030 0.184  C1 1.532, C3 1.540, H10 1.094, H11 1.082
3 C 1.280 0.479 0.079  C2 1.540, C4 1.489, H12 1.091, H13 1.092
4 C 0.232 1.244 0.808  C3 1.489, C5 1.325, H14 1.089
5 C -0.792 1.825 0.198  C4 1.325, N6 1.428, H15 1.081
6 N -2.047 2.136 0.804  C5 1.428, H16 1.018, H17 1.021
7 H 1.270 -2.943 -0.613  C1 1.086
8 H 2.776 -2.098 -0.148  C1 1.086
9 H 1.881 -1.715 -1.700  C1 1.088
10 H -0.078 -1.113 -0.044  C2 1.094
11 H 1.035 -1.320 1.225  C2 1.082
12 H 2.284 0.632 0.478  C3 1.091
13 H 1.431 0.737 -0.971  C3 1.092
14 H 0.391 1.296 1.884  C4 1.089
15 H -0.892 1.798 -0.878  C5 1.081
16 H -2.071 1.807 1.767  N6 1.018
17 H -2.283 3.129 0.844  N6 1.021
18 H -1.994 -0.607 -0.483  O20 0.962
19 H -3.035 -1.016 -1.598  O20 0.959
20 O -2.198 -1.235 -1.183  H18 0.962, H19 0.959

Computed properties:
net charge = 0
lowest unoccupied orbital energy = 1.02 eV
structure (SMILES) = CCC/C=C/N.O
orbital gap = 9.7 eV
2S+1 = 1


The records above yield ΔE to the lowest compared entry with this formula, charge and spin values of 5.312 1.408 eV, respectively.
The records above yield electronic energy values of -328.1236 -328.2671 hartree, respectively.